(1)
This record from the OMol25 dataset describes C31H30BrIN3OSeV as an isolated structure at a distorted geometry. The level of theory is ωB97M-V/def2-TZVPD.

Last column: Löwdin charge in e.
Geometry (Å):
V 0.1177 -1.5574 0.6200  0.472
I -0.7724 -1.1479 3.0826  1.523
C 0.9433 -1.7092 3.9901  -0.565
C 1.1577 -1.7998 5.3479  -0.070
C 2.4126 -2.2527 5.7873  -0.034
C 3.3756 -2.6865 4.8905  0.046
C 3.1283 -2.7191 3.4438  -0.120
C 3.9834 -3.0863 2.3983  0.032
C 3.6452 -3.1318 1.0709  -0.008
C 2.3470 -2.7447 0.7231  -0.074
C 1.5174 -2.2706 1.7192  -0.302
C 1.8623 -2.2578 3.0558  -0.263
H 0.4193 -1.5237 6.0935  0.125
H 2.6519 -2.2110 6.8587  0.135
H 4.3128 -3.1604 5.2302  0.136
H 4.9702 -3.4611 2.7269  0.150
H 4.3087 -3.5165 0.3421  0.120
H 1.9841 -2.8406 -0.3271  0.115
C -2.6123 3.5555 -3.9344  -0.030
C -1.1228 3.4843 -4.1795  -0.559
C -0.5577 4.8787 -4.0856  -0.029
C -0.7890 2.7495 -5.4773  -0.033
C -0.5956 2.7463 -2.9136  -0.107
C -0.3991 1.3913 -3.0893  -0.060
C 0.0744 0.6032 -2.0632  -0.560
Br 0.1804 -1.2087 -2.2262  1.058
C 0.2596 1.1209 -0.7211  -0.348
O 0.5314 0.2955 0.2720  -0.240
C 0.0229 2.5226 -0.5316  -0.042
C -0.3526 3.2807 -1.6366  0.063
C 0.3239 3.2675 0.8180  -0.496
C 1.7616 2.9920 1.2240  -0.041
C -0.6874 2.6945 1.8908  -0.025
C 0.1255 4.8157 0.6992  -0.038
H -3.0385 4.0474 -4.7404  0.069
H -2.8283 4.1494 -2.9730  0.126
H -3.1319 2.5691 -3.8269  0.110
H -0.8246 5.4497 -4.9896  0.117
H 0.4976 4.8352 -4.1208  0.088
H -0.8894 5.2366 -3.1570  0.056
H -0.9999 3.3468 -6.3501  0.094
H -1.2798 1.7588 -5.4607  0.082
H 0.3017 2.5861 -5.6014  0.108
H -0.6438 0.8320 -4.0189  0.119
H -0.5444 4.3702 -1.4373  0.122
H 1.8445 1.9351 1.2936  0.048
H 2.0482 3.4807 2.1994  0.121
H 2.5624 3.1685 0.4931  0.104
H -0.7542 1.6012 1.8165  -0.006
H -1.7031 3.1169 1.7474  0.104
H -0.3273 2.9905 2.8776  0.092
H 0.8487 5.2111 0.0399  0.082
H 0.2501 5.0991 1.7412  0.091
H -0.9522 5.0459 0.5360  0.105
N -4.4500 -5.3179 -2.1766  0.224
C -3.4285 -5.1195 -1.6450  -0.146
C -2.3425 -4.9745 -0.7632  -0.172
C -1.8930 -6.0209 0.0860  0.037
C -0.9473 -5.8366 1.0465  0.029
C -0.3455 -4.5407 1.0860  -0.072
N -0.6820 -3.5735 0.2392  -0.050
C -1.6488 -3.7684 -0.6689  -0.132
H -2.4016 -6.9894 -0.0158  0.151
H -0.5923 -6.6501 1.6507  0.128
H 0.5274 -4.4424 1.6560  0.097
H -1.9041 -2.8745 -1.2643  0.072
Se -2.3910 -0.6076 0.4537  0.740
C -3.1192 -2.1193 1.2754  -0.775
N -3.3454 -3.1076 1.8723  0.107

Atomic forces in eV per Å
V -0.341 2.232 -1.261
I -0.505 0.344 -0.361
C 1.035 -1.343 1.076
C -0.168 0.462 -0.663
C 1.333 -0.308 -0.168
C 0.286 -0.829 -0.923
C -0.963 0.738 1.678
C 1.860 -1.212 1.111
C -0.841 0.162 0.480
C -0.602 0.315 -0.656
C -0.342 0.504 -0.995
C -0.416 0.931 1.062
H -0.012 0.151 -0.208
H -0.187 -0.266 -0.555
H -0.471 0.672 0.005
H -0.425 0.329 -0.490
H 0.608 -0.202 -0.552
H 0.376 0.119 0.503
C -0.709 -0.657 2.602
C 0.598 -0.483 1.597
C -0.199 -0.468 -2.160
C 0.989 -0.534 0.539
C 0.049 -0.188 -1.015
C 0.415 -2.365 -0.201
C -0.776 2.030 1.766
Br 0.308 -1.764 0.211
C -0.468 0.416 -1.236
O -0.681 -2.545 0.348
C 1.060 0.755 0.301
C -0.626 1.020 0.240
C -1.272 -0.064 -0.807
C 0.766 0.072 0.647
C 0.327 0.566 -0.667
C -1.826 -2.261 1.759
H -1.128 1.105 -1.528
H 0.221 -0.810 -1.429
H 0.608 0.631 -0.130
H -0.385 0.203 0.718
H 1.351 0.010 0.230
H -0.383 1.429 0.785
H -0.807 0.079 -0.203
H 0.036 0.713 -0.725
H -0.409 -0.087 0.445
H 0.333 0.878 0.732
H 0.315 -1.410 -0.433
H 0.184 -1.112 0.846
H -0.409 -0.522 -1.017
H -0.529 0.816 -0.136
H 0.082 0.352 0.193
H 0.570 -0.223 0.004
H -0.125 -0.140 0.067
H 0.481 0.923 -0.641
H 0.522 0.678 -0.055
H 0.873 0.122 -0.561
N 2.200 0.537 0.771
C -3.024 -0.842 -1.191
C 2.215 0.592 1.087
C -1.959 -0.727 -0.811
C 0.934 2.193 -0.529
C -1.001 -2.784 -0.804
N 0.555 1.180 0.220
C -0.899 0.190 -0.334
H 0.316 0.390 0.041
H 0.040 -0.007 0.304
H 0.742 0.548 1.041
H -0.011 -0.839 0.197
Se 0.383 -0.936 0.177
C -0.336 -1.720 1.113
N 0.267 2.265 -1.452

Results
total charge	+2
DFT total energy	-7655.226244	a.u.

(2)
This record from the OMol25 dataset describes C31H30N6RuS as an isolated structure at a distorted geometry. The level of theory is ωB97M-V/def2-TZVPD.

Last column: Löwdin charge in e.
Geometry (Å):
Ru -0.5224 -1.0497 -0.0067  1.271
N -3.6199 2.1218 -1.4216  0.141
C -3.2766 2.8356 -2.5642  -0.237
C -3.7784 4.1159 -2.7788  0.003
C -3.3065 4.8813 -3.8316  -0.035
C -2.3676 4.3578 -4.7187  -0.044
C -1.9218 3.0556 -4.5703  -0.078
C -2.3600 2.3036 -3.4885  -0.431
S -1.8073 0.6465 -3.2560  1.029
N -2.0595 0.3859 -1.6394  -0.329
C -2.9016 1.0852 -0.9266  -0.343
C -3.0565 0.7157 0.4858  -0.185
C -3.6475 1.5617 1.4281  0.031
C -3.8315 1.1125 2.7256  0.007
C -3.4704 -0.1922 3.0345  -0.006
C -2.8481 -0.9536 2.0594  -0.108
N -2.5860 -0.5061 0.8302  -0.001
H -4.3817 2.5090 -0.8807  0.154
H -4.5355 4.5112 -2.1195  0.123
H -3.6651 5.8926 -3.9599  0.124
H -2.0055 4.9598 -5.5375  0.122
H -1.2435 2.6233 -5.2894  0.115
H -3.9395 2.5678 1.1696  0.127
H -4.2732 1.7556 3.4691  0.134
H -3.6629 -0.6062 4.0102  0.127
H -2.5890 -1.9845 2.2648  0.094
C 0.1540 -5.0197 2.3550  -0.006
C 1.1505 -5.6609 1.6339  0.007
C 1.5561 -5.1038 0.4331  0.033
C 0.9955 -3.8997 0.0029  -0.199
N 0.0448 -3.2741 0.7241  0.029
C -0.3748 -3.8426 1.8490  -0.112
C 1.3750 -3.2663 -1.2668  -0.197
C 2.4186 -3.7369 -2.0649  0.033
C 2.6699 -3.1366 -3.2852  0.010
C 1.8506 -2.0951 -3.6945  0.003
C 0.8547 -1.6623 -2.8357  -0.116
N 0.6358 -2.2099 -1.6456  0.026
H -0.2118 -5.4190 3.2860  0.126
H 1.5904 -6.5796 1.9926  0.135
H 2.2966 -5.6113 -0.1611  0.121
H -1.1807 -3.3444 2.3724  0.089
H 3.0293 -4.5622 -1.7404  0.120
H 3.4781 -3.4861 -3.9086  0.135
H 1.9785 -1.6328 -4.6578  0.128
H 0.1912 -0.8550 -3.1207  0.035
C 1.0079 1.4867 3.6389  0.006
N 2.4002 1.0117 3.5809  -0.173
C 3.3168 2.1255 3.2618  0.021
C 2.5331 -0.1430 2.6235  -0.070
C 2.3050 0.2812 1.1899  -0.253
C 3.4121 0.6568 0.4284  -0.025
C 3.2747 1.1430 -0.8602  -0.022
C 2.0098 1.3739 -1.3686  -0.042
C 0.9001 1.0174 -0.6140  -0.163
C 1.0161 0.3670 0.6324  -0.115
H 0.9042 2.2996 4.3575  0.122
H 0.3482 0.6710 3.9321  0.111
H 0.7218 1.8374 2.6460  0.097
H 2.6576 0.6676 4.5133  0.200
H 3.0742 2.5191 2.2754  0.111
H 4.3513 1.7857 3.2699  0.122
H 3.2192 2.9261 3.9959  0.123
H 1.8006 -0.9021 2.9126  0.135
H 3.5421 -0.5431 2.7339  0.146
H 4.4024 0.5379 0.8391  0.131
H 4.1461 1.3688 -1.4512  0.128
H 1.8823 1.8363 -2.3353  0.127
H -0.0705 1.3675 -0.9575  0.075

Atomic forces in eV per Å
Ru -0.345 -0.762 -1.756
N -0.514 -0.702 1.074
C 0.858 0.695 -1.743
C 0.185 -0.402 0.213
C 0.288 -0.125 -0.353
C -0.389 0.254 0.137
C -0.016 -0.166 0.433
C -0.465 0.535 0.563
S -0.019 -0.244 -1.028
N 0.272 -0.144 2.248
C 0.504 0.022 -1.287
C -0.083 0.221 0.707
C 0.162 -0.369 -0.469
C 0.106 -0.406 -0.038
C -0.134 0.172 -0.159
C -0.178 -0.109 0.470
N 1.251 0.009 0.245
H 0.129 -0.190 0.008
H -0.047 0.122 0.191
H -0.063 -0.019 -0.037
H -0.012 0.020 -0.084
H 0.139 -0.029 -0.058
H -0.046 0.027 -0.114
H -0.072 0.089 0.104
H -0.014 -0.101 0.098
H 0.171 0.136 -0.009
C 0.021 0.073 -0.215
C -0.200 0.220 0.046
C -0.228 0.317 -0.059
C 0.180 -0.310 0.306
N 0.028 1.530 -0.092
C -0.179 -0.173 0.505
C 0.472 -0.179 -0.221
C -0.401 0.113 0.291
C -0.209 0.186 -0.010
C -0.066 -0.196 0.170
C -0.017 0.320 -0.534
N -0.351 0.935 1.300
H -0.095 -0.051 0.084
H 0.019 -0.060 -0.004
H 0.058 -0.004 -0.083
H 0.163 -0.007 0.047
H 0.022 -0.072 0.040
H 0.066 -0.033 -0.071
H -0.027 0.127 -0.123
H 0.162 0.093 0.049
C -0.869 0.314 0.078
N 0.041 -0.147 0.377
C 0.627 0.752 -0.168
C 0.046 -0.626 -0.671
C -0.264 -0.348 0.770
C -0.382 -0.089 0.034
C -0.133 -0.004 -0.237
C 0.310 -0.004 0.128
C -0.516 0.294 0.634
C -0.304 -0.920 -2.026
H 0.189 -0.066 -0.046
H 0.109 -0.041 0.001
H 0.075 0.021 0.173
H -0.063 -0.026 -0.194
H -0.034 -0.057 0.129
H -0.075 -0.149 -0.005
H -0.156 -0.197 0.033
H 0.136 0.123 0.162
H -0.095 0.025 0.139
H 0.142 -0.026 0.154
H 0.168 0.088 -0.046
H -0.064 0.096 -0.063
H 0.027 -0.376 -0.134

Results
spin multiplicity	2
total charge	+3
DFT total energy	-2019.914135	a.u.

(3)
This record from the OMol25 dataset describes C31H31BBrF8N2O27PS as an isolated structure at a distorted geometry. The level of theory is ωB97M-V/def2-TZVPD.

Last column: Löwdin charge in e.
Geometry (Å):
C -1.8620 -1.9819 2.2880  -0.258
P -2.7200 -0.3118 2.3847  0.938
O -4.0688 -0.4943 1.3181  -0.344
C -1.6864 1.0181 1.5590  -0.336
C -0.5078 0.5405 0.7446  -0.027
C 0.3711 1.4220 0.0119  -0.025
B 1.5530 0.6965 -0.8290  -0.519
O 2.6399 0.0557 -0.1882  0.114
O 1.4029 0.7035 -2.2470  0.119
C 0.1468 2.8988 0.0691  -0.281
N 0.9134 3.8842 -0.5519  -0.216
S 0.0931 5.2755 -0.1257  0.950
N -1.1801 4.7856 0.8438  -0.236
C -1.0478 3.3977 0.8955  -0.322
C -1.9684 2.4497 1.6334  -0.522
Br -3.4895 3.1077 2.6838  0.760
H -1.0368 -2.1198 3.0292  0.033
H -2.6611 -2.7473 2.5129  0.061
H -1.4752 -2.2393 1.2605  0.016
H -3.6637 -0.9179 0.5260  0.014
H -0.3212 -0.5595 0.6883  0.092
H 2.4315 -0.9003 -0.2531  0.115
H 0.4795 0.4135 -2.4056  0.095
C -3.9545 -0.4059 -3.3550  -0.058
C -2.7489 -0.9096 -4.0808  -0.314
O -1.8245 -1.1489 -3.0332  0.139
C -2.5770 -1.4568 -1.9398  -0.525
O -2.1372 -1.9712 -0.9560  0.147
O -3.8762 -1.1123 -2.1100  0.080
F -2.2404 0.0411 -4.8973  0.074
H -3.9071 0.6707 -3.1678  0.114
H -4.8817 -0.6336 -3.8788  0.143
H -2.9145 -1.8317 -4.6433  0.179
C 1.3257 0.6259 5.4961  -0.058
C 0.9040 -0.6416 4.8151  -0.320
O -0.5102 -0.5441 4.8032  0.100
C -0.7850 0.7941 4.7668  -0.547
O -1.8367 1.2586 4.4703  0.036
O 0.3090 1.5358 5.0928  0.085
F 1.2629 -1.7315 5.5395  0.067
H 1.3265 0.5375 6.5855  0.147
H 2.3079 0.9674 5.1709  0.146
H 1.2726 -0.7470 3.7911  0.161
C 3.8552 -3.8593 7.8445  -0.052
C 4.2092 -3.1308 6.5832  -0.319
O 5.3287 -3.8487 6.1011  0.110
C 5.1659 -5.1297 6.5467  -0.530
O 5.7611 -6.0645 6.1215  0.184
O 4.2300 -5.1994 7.5333  0.087
F 4.5930 -1.8557 6.8444  0.078
H 4.4305 -3.5114 8.7059  0.149
H 2.7940 -3.7925 8.0813  0.146
H 3.4204 -3.1306 5.8267  0.163
C -2.9753 4.5955 -3.0226  -0.060
C -3.4153 3.3282 -3.6940  -0.303
O -4.8177 3.4733 -3.7665  0.128
C -5.0477 4.8188 -3.8403  -0.533
O -6.0759 5.3025 -4.1777  0.191
O -3.9429 5.5328 -3.4857  0.083
F -3.1291 2.2421 -2.9260  0.036
H -3.0231 4.5312 -1.9322  0.140
H -1.9683 4.8944 -3.3129  0.141
H -3.0094 3.1855 -4.6989  0.179
C 6.0146 -4.1151 2.9728  -0.050
C 6.6211 -2.7887 3.3170  -0.313
O 5.6551 -1.8622 2.8501  0.136
C 4.4588 -2.5090 2.9379  -0.541
O 3.4011 -1.9649 2.8878  0.159
O 4.6200 -3.8480 3.0975  0.074
F 7.7743 -2.5919 2.6376  0.084
H 6.2354 -4.4243 1.9485  0.153
H 6.3260 -4.9068 3.6535  0.135
H 6.7898 -2.6338 4.3856  0.166
C -6.5089 0.8103 -0.5690  -0.061
C -5.9158 2.1418 -0.2218  -0.319
O -6.9313 3.0538 -0.5932  0.139
C -8.1073 2.3747 -0.4489  -0.536
O -9.1764 2.8893 -0.4121  0.180
O -7.8987 1.0322 -0.3439  0.080
F -4.8117 2.3957 -0.9694  0.060
H -6.3487 0.5394 -1.6163  0.139
H -6.1304 0.0081 0.0632  0.123
H -5.6799 2.2663 0.8366  0.129
C -3.4173 0.5476 -9.6344  -0.058
C -2.1478 0.7478 -8.8616  -0.318
O -2.6114 0.9955 -7.5479  0.129
C -3.7942 0.3260 -7.4405  -0.525
O -4.3357 0.0855 -6.4091  0.171
O -4.2749 -0.0389 -8.6586  0.084
F -1.4759 1.8393 -9.2979  0.081
H -3.8509 1.4887 -9.9805  0.149
H -3.2857 -0.1137 -10.4901  0.144
H -1.4807 -0.1179 -8.8579  0.178
C 7.1074 -0.3770 -0.1341  -0.065
C 7.6426 0.2268 -1.3979  -0.319
O 8.7494 -0.5996 -1.7019  0.139
C 8.4478 -1.8270 -1.1870  -0.540
O 9.0127 -2.8306 -1.4762  0.179
O 7.4121 -1.7586 -0.3052  0.058
F 8.0884 1.4892 -1.1873  0.077
H 7.6135 -0.0022 0.7588  0.147
H 6.0345 -0.2227 -0.0195  0.139
H 6.9387 0.2198 -2.2340  0.176

Atomic forces in eV per Å
C 0.264 -0.515 -1.377
P -2.105 0.155 0.918
O 2.434 -0.524 -0.377
C 1.172 1.507 -1.739
C 0.290 2.717 -0.424
C -0.891 -0.542 1.355
B -0.107 0.612 -0.757
O -1.665 -0.054 -0.741
O -0.221 -1.145 1.904
C -0.863 -0.754 0.670
N -3.497 -0.650 2.270
S -0.363 -0.886 0.549
N 2.113 -2.711 -1.275
C 0.224 0.429 -0.427
C 1.450 -2.020 -0.756
Br 1.342 -0.331 -1.200
H -0.826 0.422 -0.554
H 0.686 0.977 -0.097
H -0.317 0.156 1.025
H -0.774 0.244 0.210
H -0.231 1.114 0.114
H 0.697 0.515 -0.001
H 0.506 0.714 -0.276
C -1.128 0.367 -0.241
C 0.131 0.517 -0.544
O -0.421 -0.402 0.374
C 0.020 -0.055 0.451
O -0.178 0.302 -0.160
O 0.821 -0.272 0.069
F 0.517 -0.158 0.192
H -0.001 -0.738 -0.161
H 0.050 -0.202 0.186
H 0.150 0.094 -0.093
C 0.656 0.454 0.170
C -0.001 -0.369 0.022
O 0.426 0.507 -0.110
C -0.803 0.792 0.055
O 0.835 -0.044 0.887
O -0.222 -0.451 -0.147
F 0.007 -0.249 0.036
H -0.073 -0.214 -0.061
H -0.156 0.119 -0.089
H 0.071 -0.173 0.109
C -0.541 -0.088 0.602
C 0.116 0.583 0.003
O -0.444 -0.310 0.145
C 0.292 -0.916 0.080
O -0.068 0.337 0.038
O 0.383 0.276 -0.536
F -0.003 0.101 -0.163
H 0.082 0.137 -0.179
H 0.056 -0.223 -0.080
H 0.057 0.173 -0.009
C 0.657 0.455 0.280
C -0.177 -0.222 0.209
O 0.472 0.370 -0.300
C -0.867 0.627 -0.041
O 0.305 -0.185 0.114
O -0.222 -0.515 -0.165
F 0.485 0.487 -0.038
H -0.076 -0.237 -0.052
H -0.149 0.147 -0.093
H 0.048 -0.226 0.099
C 0.247 -0.901 0.112
C 0.648 0.120 -0.272
O -0.470 -0.447 0.394
C -0.490 0.073 -0.194
O 0.065 -0.040 0.027
O -0.075 0.712 -0.029
F 0.112 0.167 0.077
H 0.100 0.245 0.006
H -0.259 0.055 0.081
H 0.109 0.049 -0.134
C 0.098 -0.900 0.131
C 0.294 0.209 -0.206
O -0.181 -0.496 0.372
C -0.891 0.240 -0.115
O 0.313 -0.152 -0.058
O 0.145 0.581 -0.041
F 0.131 0.114 0.127
H 0.085 0.241 -0.009
H -0.189 0.089 0.066
H 0.191 0.026 -0.086
C -0.303 -0.227 -0.740
C 0.306 0.604 -0.071
O -0.303 -0.563 -0.244
C -0.567 -0.078 0.547
O -0.131 0.082 -0.414
O 0.385 0.143 0.445
F 0.143 -0.046 0.046
H 0.202 0.070 0.116
H -0.145 -0.108 0.166
H 0.101 0.139 -0.006
C -0.709 0.023 0.579
C 0.394 0.486 0.053
O -0.598 -0.317 0.088
C 0.449 -0.841 -0.010
O -0.138 0.298 0.127
O 0.304 0.180 -0.464
F -0.020 0.081 -0.142
H 0.109 0.120 -0.179
H 0.036 -0.218 -0.021
H 0.074 0.162 0.000

Results
DFT total energy	-7478.366108	a.u.

Look up the DFT total energy of the third one. -7478.366108 a.u.